Record 1
Entry from the Open Molecules 2025 dataset: a cluster of 2 separate species, C4H8FP in total at a distorted geometry (ωB97M-V/def2-TZVPD).

Properties
* DFT total energy: -598.23309 Eh
* charge: 0
* ΔE to the lowest compared entry with this formula, charge and spin: 3.842 eV
* maximum force: 1.032 eV/A
* orbital gap (alpha / beta): 9.9 / 7.6 eV

Each atom is followed by the atoms it is bonded to, with distances in Å.
CARTESIAN COORDINATES (ANGSTROEM)
1 P -1.93 -0.87 0.20  C5 1.649, C6 1.884
2 F -1.04 1.69 0.38  C5 1.329
3 C 2.63 -0.23 -0.29  C4 1.466, H8 1.093, H9 1.100, H11 1.089
4 C 1.97 -0.28 1.02  C3 1.466, H7 1.075, H12 1.073
5 C -0.87 0.37 0.40  P1 1.649, F2 1.329
6 C -3.56 0.04 -0.08  P1 1.884, H10 1.089, H13 1.089, H14 1.087
7 H 1.56 -1.20 1.38  C4 1.075
8 H 2.04 -0.74 -1.05  C3 1.093
9 H 3.59 -0.75 -0.24  C3 1.100
10 H -4.31 -0.39 0.58  C6 1.089
11 H 2.82 0.80 -0.60  C3 1.089
12 H 2.03 0.55 1.70  C4 1.073
13 H -3.87 -0.10 -1.11  C6 1.089
14 H -3.45 1.10 0.14  C6 1.087

***

Record 2
Entry from the Open Molecules 2025 dataset: the ion C9H8NOS with charge +1 at a distorted geometry (ωB97M-V/def2-TZVPD).

Properties
* DFT total energy: -875.44569 Eh
* charge: +1
* maximum force: 4.385 eV/A
* orbital gap (alpha / beta): 5.6 / 6.8 eV
* <S²>: 2.04
* spin multiplicity: 3

Each atom is followed by the atoms it is bonded to, with distances in Å.
CARTESIAN COORDINATES (ANGSTROEM)
1 S 0.99 2.35 -1.39  C6 1.660, C7 1.865
2 O 0.42 -1.38 -3.01  N3 1.211
3 N 0.50 -0.65 -2.05  O2 1.211, C9 1.309
4 C 0.09 -0.15 1.47  C5 1.380, C11 1.330, H16 1.031
5 C -0.08 0.01 0.11  C4 1.380, C8 1.491, C9 1.419
6 C -0.15 1.88 -2.50  S1 1.660, C7 1.445, H17 1.106
7 C -0.83 1.99 -1.23  S1 1.865, C6 1.445, C8 1.492, H13 1.135
8 C -1.23 0.80 -0.42  C5 1.491, C7 1.492, H15 1.106, H19 1.146
9 C 0.60 -0.87 -0.77  N3 1.309, C5 1.419, C12 1.452
10 C 1.63 -1.97 1.18  C11 1.428, C12 1.400, H18 1.027
11 C 0.86 -1.09 2.00  C4 1.330, C10 1.428, H14 1.140
12 C 1.48 -1.88 -0.21  C9 1.452, C10 1.400, H20 1.010
13 H -1.34 2.99 -1.06  C7 1.135
14 H 0.95 -1.11 3.14  C11 1.140
15 H -1.82 0.93 0.51  C8 1.106
16 H -0.53 0.48 2.01  C4 1.031
17 H -0.29 1.73 -3.59  C6 1.106
18 H 2.13 -2.72 1.67  C10 1.027
19 H -1.86 0.26 -1.22  C8 1.146
20 H 1.94 -2.60 -0.75  C12 1.010

***

Record 3
Entry from the Open Molecules 2025 dataset: a cluster of 2 separate species, H6N3OPS in total at a distorted geometry (ωB97M-V/def2-TZVPD).

Properties
* DFT total energy: -982.53086 Eh
* charge: 0
* ΔE to the lowest compared entry with this formula, charge and spin: 3.873 eV
* maximum force: 2.594 eV/A
* orbital gap (alpha / beta): 5.4 / 6.1 eV

Each atom is followed by the atoms it is bonded to, with distances in Å.
CARTESIAN COORDINATES (ANGSTROEM)
1 S 2.66 2.04 1.76  no bonds
2 P 0.66 0.50 -0.43  O3 1.605, N4 1.817, N6 1.691
3 O -0.16 1.49 0.53  P2 1.605, H8 0.974
4 N -0.11 -1.08 0.04  P2 1.817, N5 1.425, H9 1.004
5 N -0.07 -1.57 1.38  N4 1.425, H10 1.020, H11 1.047
6 N -0.16 0.74 -1.89  P2 1.691, H7 0.982, H12 0.982
7 H 0.29 0.30 -2.64  N6 0.982
8 H 0.36 1.54 1.35  O3 0.974
9 H -0.03 -1.71 -0.74  N4 1.004
10 H -0.75 -0.97 1.86  N5 1.020
11 H 0.85 -1.63 1.86  N5 1.047
12 H -0.92 1.35 -2.00  N6 0.982

***

Record 4
Entry from the Open Molecules 2025 dataset: a cluster of 2 separate species, C9H14 in total at a distorted geometry (ωB97M-V/def2-TZVPD).

Properties
* DFT total energy: -351.32269 Eh
* charge: 0
* ΔE to the lowest compared entry with this formula, charge and spin: 0.204 eV
* maximum force: 1.032 eV/A
* orbital gap: 10.0 eV
* SMILES: Cc1ccccc1.CC

Each atom is followed by the atoms it is bonded to, with distances in Å.
CARTESIAN COORDINATES (ANGSTROEM)
1 C -0.09 -0.81 -1.03  C3 1.400, C7 1.380, H23 1.092
2 C 1.99 0.13 -0.29  C3 1.390, C5 1.385, H17 1.086
3 C 1.18 -0.99 -0.47  C1 1.400, C2 1.390, C8 1.508
4 C 0.32 1.56 -1.28  C5 1.388, C7 1.390, H13 1.086
5 C 1.56 1.38 -0.69  C2 1.385, C4 1.388, H16 1.081
6 C -1.99 1.03 1.88  C9 1.545, H15 1.094, H20 1.090, H21 1.094
7 C -0.51 0.45 -1.41  C1 1.380, C4 1.390, H18 1.086
8 C 1.61 -2.36 -0.02  C3 1.508, H10 1.091, H14 1.093, H22 1.088
9 C -3.00 -0.10 2.15  C6 1.545, H11 1.088, H12 1.089, H19 1.089
10 H 2.68 -2.43 0.20  C8 1.091
11 H -4.02 0.22 1.92  C9 1.088
12 H -2.97 -0.47 3.18  C9 1.089
13 H 0.02 2.53 -1.65  C4 1.086
14 H 1.31 -3.11 -0.76  C8 1.093
15 H -1.01 0.59 1.69  C6 1.094
16 H 2.21 2.24 -0.58  C5 1.081
17 H 2.95 -0.02 0.20  C2 1.086
18 H -1.50 0.49 -1.85  C7 1.086
19 H -2.79 -0.95 1.51  C9 1.089
20 H -1.80 1.61 2.78  C6 1.090
21 H -2.36 1.68 1.07  C6 1.094
22 H 1.05 -2.64 0.86  C8 1.088
23 H -0.73 -1.69 -1.11  C1 1.092

***

Record 5
Entry from the Open Molecules 2025 dataset: an isolated molecule of C6H7N at a distorted geometry (ωB97M-V/def2-TZVPD).

Properties
* DFT total energy: -287.54870 Eh
* charge: 0
* ΔE to the lowest compared entry with this formula, charge and spin: 1.049 eV
* maximum force: 1.227 eV/A
* orbital gap: 10.6 eV
* SMILES: N#CC1CC=CC1

Each atom is followed by the atoms it is bonded to, with distances in Å.
CARTESIAN COORDINATES (ANGSTROEM)
1 N -0.06 2.53 -1.51  C6 1.158
2 C -0.43 -1.42 -0.32  C3 1.511, C7 1.330, H8 1.087
3 C -1.24 -0.33 0.33  C2 1.511, C5 1.553, H9 1.099, H11 1.092
4 C 1.18 0.20 0.26  C5 1.565, C7 1.505, H13 1.097, H14 1.088
5 C -0.23 0.84 0.47  C3 1.553, C4 1.565, C6 1.476, H12 1.094
6 C -0.30 1.82 -0.62  N1 1.158, C5 1.476
7 C 0.87 -1.16 -0.30  C2 1.330, C4 1.505, H10 1.087
8 H -0.88 -2.33 -0.73  C2 1.087
9 H -1.62 -0.67 1.30  C3 1.099
10 H 1.65 -1.81 -0.70  C7 1.087
11 H -2.12 -0.03 -0.26  C3 1.092
12 H -0.33 1.36 1.43  C5 1.094
13 H 1.83 0.21 1.14  C4 1.097
14 H 1.68 0.80 -0.50  C4 1.088

***

Record 6
Entry from the Open Molecules 2025 dataset: a cluster of 2 separate species, C10H15F6NO7S in total at a distorted geometry (ωB97M-V/def2-TZVPD).

Properties
* DFT total energy: -1968.65399 Eh
* charge: 0
* maximum force: 1.213 eV/A
* orbital gap: 6.1 eV

Each atom is followed by the atoms it is bonded to, with distances in Å.
CARTESIAN COORDINATES (ANGSTROEM)
1 S -0.24 0.18 -1.04  C17 1.802, C20 1.805, C25 1.807
2 F 4.03 2.47 -0.86  C21 1.338
3 F 3.28 0.48 -1.25  C21 1.352
4 F -3.81 0.03 0.58  C18 1.327
5 F -3.51 1.54 2.16  C18 1.332
6 F -3.88 2.16 0.10  C18 1.339
7 F 3.09 2.03 -2.77  C21 1.346
8 O 2.92 0.33 2.37  C23 1.201
9 O -6.55 0.29 -0.38  N15 1.247
10 O -1.95 1.16 0.63  C18 1.389, C25 1.407
11 O 1.80 3.32 -0.04  C16 1.408, H31 0.961
12 O 3.29 -1.84 1.84  C23 1.339, C24 1.424
13 O -5.34 -0.69 -1.88  N15 1.261
14 O -6.18 -1.83 -0.24  N15 1.245
15 N -6.05 -0.75 -0.84  O9 1.247, O13 1.261, O14 1.245
16 C 1.65 2.21 -0.89  O11 1.408, C20 1.533, C21 1.554, H30 1.081
17 C -0.62 -1.35 -0.16  S1 1.802, C22 1.529, H29 1.083, H35 1.087
18 C -3.32 1.23 0.88  F4 1.327, F5 1.332, F6 1.339, O10 1.389
19 C 1.80 -2.31 -0.02  C22 1.529, C24 1.510, H32 1.083, H33 1.086
20 C 0.99 1.09 -0.08  S1 1.805, C16 1.533, H27 1.077, H36 1.085
21 C 3.04 1.79 -1.44  F2 1.338, F3 1.352, F7 1.346, C16 1.554
22 C 0.35 -2.50 -0.45  C17 1.529, C19 1.529, H26 1.082, H37 1.084
23 C 3.63 -0.55 1.96  O8 1.201, O12 1.339, H40 1.092
24 C 1.94 -2.08 1.47  O12 1.424, C19 1.510, H28 1.085, H38 1.083
25 C -1.72 1.18 -0.76  S1 1.807, O10 1.407, H34 1.087, H39 1.085
26 H -0.09 -3.37 0.03  C22 1.082
27 H 1.70 0.42 0.39  C20 1.077
28 H 1.26 -1.29 1.79  C24 1.085
29 H -0.72 -1.09 0.89  C17 1.083
30 H 1.03 2.55 -1.71  C16 1.081
31 H 2.22 3.01 0.77  O11 0.961
32 H 2.30 -3.23 -0.30  C19 1.083
33 H 2.24 -1.51 -0.61  C19 1.086
34 H -2.53 0.75 -1.34  C25 1.087
35 H -1.61 -1.65 -0.48  C17 1.087
36 H 0.45 1.57 0.73  C20 1.085
37 H 0.35 -2.65 -1.52  C22 1.084
38 H 1.62 -2.98 1.99  C24 1.083
39 H -1.47 2.19 -1.09  C25 1.085
40 H 4.63 -0.33 1.59  C23 1.092